1.
13
Properties=species:S:1:pos:R:3:mulliken_charge:R:1 method="wB97M-V/def2-TZVPD" de_lowest_kcal_mol=33.5 lumo_energy_ev=0.9 homo_ev=-8.67 smiles="C=C.CSO" largest_force_ev_per_a=0.71 orbital_gap_ha=0.350
S 0.94818 -1.61307 0.03771 0.039
O -0.53083 -2.00067 0.67613 -0.460
C -1.08726 1.35192 -0.67914 -0.552
C -1.21792 1.41044 -1.98605 -0.432
C 1.78667 -0.94458 1.50565 -0.741
H -0.13386 1.17090 -0.21278 0.244
H -2.16322 1.59594 -2.46709 0.238
H 2.10137 -1.75424 2.15899 0.304
H 1.10986 -0.27459 2.02545 0.224
H -1.92345 1.48982 -0.00964 0.269
H -1.16604 -1.30899 0.45577 0.339
H -0.37377 1.27574 -2.64316 0.228
H 2.65027 -0.39861 1.13817 0.299

2.
13
Properties=species:S:1:pos:R:3:mulliken_charge:R:1 method="wB97M-V/def2-TZVPD" de_lowest_kcal_mol=50.1 lumo_energy_ev=0.9 homo_ev=-8.96 smiles=C[C@@H]1S[C@@H]1O.[H][H] largest_force_ev_per_a=4.40 orbital_gap_ha=0.361
S -2.33836 -0.23686 -0.03065 -0.189
O 0.09287 -1.23226 1.17648 -0.430
C -0.68930 0.51777 -0.50604 -0.327
C -0.61710 -0.86971 0.07113 -0.110
C -0.17234 1.63212 0.33946 -1.146
H -0.55744 0.52968 -1.53980 0.522
H 1.55776 -0.00568 -0.69855 -0.281
H 2.10491 0.38887 -1.00083 0.297
H 0.42740 -0.45147 1.52476 0.313
H 0.64012 1.26235 1.04518 0.326
H -0.84688 2.15894 0.90102 0.386
H 0.51381 2.23465 -0.29504 0.316
H -0.50931 -1.63249 -0.80974 0.322

3.
13
Properties=species:S:1:pos:R:3:mulliken_charge:R:1 method="wB97M-V/def2-TZVPD" de_lowest_kcal_mol=26.5 lumo_energy_ev=0.9 homo_ev=-9.11 smiles="C=CO.CS" largest_force_ev_per_a=1.58 orbital_gap_ha=0.367
S 1.44946 -0.73423 0.33738 -0.153
O -2.61917 0.32681 -1.31826 -0.458
C -2.18967 1.67130 0.66062 -0.764
C 3.15027 -1.51784 0.14158 -0.781
C -2.58086 0.55715 0.03320 0.176
H 3.37469 -1.73851 -0.91689 0.275
H -2.26080 1.14839 -1.68008 0.279
H 4.06211 -0.99019 0.49543 0.292
H -2.13045 1.65201 1.75053 0.232
H -1.86393 2.53552 0.11167 0.231
H 1.46177 -0.13554 -0.85477 0.113
H -2.99841 -0.27516 0.61912 0.302
H 3.14499 -2.49972 0.62047 0.257

4.
14
Properties=species:S:1:pos:R:3:mulliken_charge:R:1 method="wB97M-V/def2-TZVPD" de_lowest_kcal_mol=6.8 lumo_energy_ev=0.6 homo_ev=-8.80 smiles=C1CSCS1.O largest_force_ev_per_a=2.04 orbital_gap_ha=0.347
S -1.15521 -0.21655 0.93408 -0.140
S 1.04021 1.19476 -0.57613 -0.114
O 2.11486 -2.68071 1.21263 -0.636
C 0.22637 0.92033 1.00117 -0.581
C -1.28497 -0.14904 -0.86075 -0.460
C -0.55562 1.09526 -1.44446 -0.568
H -0.31940 1.09633 -2.52597 0.337
H -1.03027 2.06566 -1.20267 0.269
H 1.43736 -2.32438 0.59435 0.321
H 1.91196 -2.25387 2.07571 0.314
H 0.94218 0.61747 1.78942 0.324
H -2.36573 -0.18386 -1.09780 0.326
H -0.11236 1.94881 1.23127 0.359
H -0.84940 -1.13026 -1.13081 0.251

5.
14
Properties=species:S:1:pos:R:3:mulliken_charge:R:1 method="wB97M-V/def2-TZVPD" de_lowest_kcal_mol=105.8 lumo_energy_ev=-3.9 homo_ev=-9.37 largest_force_ev_per_a=1.40 orbital_gap_ha=0.201
S 1.77707 -0.96243 3.30089 -0.141
S -0.61341 0.62376 -3.15501 -0.201
O -0.80010 -0.99352 1.83378 -0.409
C -0.02750 -0.39101 -0.37366 -0.363
C -0.27480 0.78079 -1.34693 -0.879
C -0.12113 0.00985 1.10577 0.299
H 0.83265 -1.02736 -0.57693 0.395
H 0.50026 1.54909 -1.34795 0.372
H -0.25815 -1.15045 2.62848 0.340
H 0.86523 -0.05820 1.65737 -0.342
H -0.60334 1.00002 1.17704 0.209
H -0.83727 -1.12768 -0.45858 0.276
H 0.68635 0.45297 -3.52909 0.122
H -1.12587 1.29418 -0.91519 0.321

6.
14
Properties=species:S:1:pos:R:3:mulliken_charge:R:1 method="wB97M-V/def2-TZVPD" de_lowest_kcal_mol=18.7 lumo_energy_ev=0.4 homo_ev=-9.08 smiles="C=CO.CSS" largest_force_ev_per_a=0.53 orbital_gap_ha=0.349
S 1.48959 -0.85106 -2.32251 -0.165
S -0.06715 -1.63301 -1.23184 -0.101
O -1.48280 1.53749 -0.83301 -0.483
C -0.67243 1.56520 0.25567 0.345
C 0.77879 -2.23223 0.25333 -0.717
C -1.08647 1.98185 1.44131 -0.868
H 1.60919 0.31587 -1.65413 0.157
H -1.24988 0.82665 -1.44341 0.311
H 0.00474 -2.53102 0.95570 0.284
H -2.10605 2.29991 1.59944 0.286
H 1.40505 -3.07953 -0.01439 0.316
H -0.37195 2.03667 2.24751 0.251
H 1.41262 -1.45491 0.67261 0.263
H 0.33677 1.21810 0.07372 0.123

7.
14
Properties=species:S:1:pos:R:3:mulliken_charge:R:1 method="wB97M-V/def2-TZVPD" de_lowest_kcal_mol=27.8 lumo_energy_ev=0.7 homo_ev=-8.89 largest_force_ev_per_a=1.11 orbital_gap_ha=0.353
S 1.07409 0.85607 1.75752 -0.057
S 0.04472 -0.86970 -0.52027 0.498
O -0.08360 0.13216 -1.61096 -0.605
C -0.40029 0.08128 0.98872 -0.708
C -1.46247 -1.85637 -0.81102 -0.931
C 1.89246 1.75352 0.34549 -0.837
H 2.61573 2.47489 0.69700 0.321
H 2.39884 1.09153 -0.34656 0.296
H -1.62434 -2.04225 -1.89029 0.324
H -2.32742 -1.37007 -0.37556 0.299
H -1.08640 0.89472 0.68069 0.369
H 1.15010 2.25971 -0.26963 0.290
H -1.30972 -2.82218 -0.34408 0.354
H -0.88169 -0.58332 1.69894 0.387

8.
14
Properties=species:S:1:pos:R:3:mulliken_charge:R:1 method="wB97M-V/def2-TZVPD" de_lowest_kcal_mol=17.3 lumo_energy_ev=0.4 homo_ev=-9.35 smiles="CCSS.C=O" largest_force_ev_per_a=0.56 orbital_gap_ha=0.357
S -0.21679 -0.46266 1.16766 -0.120
S -1.18339 -2.18181 0.57469 -0.194
O 3.41961 -1.35445 -1.88432 -0.410
C -0.71094 2.20365 0.76586 -1.191
C 2.43773 -1.81462 -1.37921 0.184
C -1.35248 0.82606 0.61355 -0.333
H 0.17168 2.30889 0.14079 0.339
H 1.58333 -1.18763 -1.07770 -0.001
H -1.43415 2.95889 0.45770 0.338
H -1.60149 0.65515 -0.42268 0.334
H -0.42409 2.41314 1.79689 0.327
H 2.30209 -2.90469 -1.24312 0.223
H -0.71755 -2.25419 -0.68260 0.122
H -2.27356 0.79429 1.17249 0.381

Please write out number 8 again, unchanged.
14
Properties=species:S:1:pos:R:3:mulliken_charge:R:1 method="wB97M-V/def2-TZVPD" de_lowest_kcal_mol=17.3 lumo_energy_ev=0.4 homo_ev=-9.35 smiles="CCSS.C=O" largest_force_ev_per_a=0.56 orbital_gap_ha=0.357
S -0.21679 -0.46266 1.16766 -0.120
S -1.18339 -2.18181 0.57469 -0.194
O 3.41961 -1.35445 -1.88432 -0.410
C -0.71094 2.20365 0.76586 -1.191
C 2.43773 -1.81462 -1.37921 0.184
C -1.35248 0.82606 0.61355 -0.333
H 0.17168 2.30889 0.14079 0.339
H 1.58333 -1.18763 -1.07770 -0.001
H -1.43415 2.95889 0.45770 0.338
H -1.60149 0.65515 -0.42268 0.334
H -0.42409 2.41314 1.79689 0.327
H 2.30209 -2.90469 -1.24312 0.223
H -0.71755 -2.25419 -0.68260 0.122
H -2.27356 0.79429 1.17249 0.381

Repeat the sixth record exactly.
14
Properties=species:S:1:pos:R:3:mulliken_charge:R:1 method="wB97M-V/def2-TZVPD" de_lowest_kcal_mol=18.7 lumo_energy_ev=0.4 homo_ev=-9.08 smiles="C=CO.CSS" largest_force_ev_per_a=0.53 orbital_gap_ha=0.349
S 1.48959 -0.85106 -2.32251 -0.165
S -0.06715 -1.63301 -1.23184 -0.101
O -1.48280 1.53749 -0.83301 -0.483
C -0.67243 1.56520 0.25567 0.345
C 0.77879 -2.23223 0.25333 -0.717
C -1.08647 1.98185 1.44131 -0.868
H 1.60919 0.31587 -1.65413 0.157
H -1.24988 0.82665 -1.44341 0.311
H 0.00474 -2.53102 0.95570 0.284
H -2.10605 2.29991 1.59944 0.286
H 1.40505 -3.07953 -0.01439 0.316
H -0.37195 2.03667 2.24751 0.251
H 1.41262 -1.45491 0.67261 0.263
H 0.33677 1.21810 0.07372 0.123